# C21H55CuN4O9

C21H55CuN4O9 as an isolated structure (wB97M-V/def2-TZVPD, OMol25).

Output
2S+1 = 2
Energy = -3369.24436 hartree
Net charge = +1
Largest force on an atom = 4.9 eV/A
Frontier orbital gap (alpha / beta) = 8.2 / 2.8 eV
Energy above the lowest of the compared OMol25 structures with the same formula, charge and spin = 6.419 eV

Atoms and positions in Å:
Cu (2.185, -4.062, 0.984)
O (-0.321, -0.615, -0.160)
C (0.336, -1.338, 0.782)
O (0.322, -0.873, 1.939)
O (0.850, -2.415, 0.494)
H (-0.693, 0.079, 0.390)
C (1.386, 3.030, 1.555)
C (1.806, 2.738, 2.992)
O (2.184, 1.331, 3.020)
H (0.862, 3.961, 1.338)
H (0.589, 2.346, 1.265)
H (2.275, 3.020, 0.925)
H (1.160, 3.200, 3.738)
H (2.670, 3.372, 3.193)
H (1.528, 0.848, 2.512)
C (3.550, 4.918, -1.905)
O (3.633, 6.237, -2.395)
C (2.955, 7.209, -1.508)
C (1.524, 7.318, -2.006)
N (0.629, 6.299, -1.503)
C (-0.595, 5.936, -2.187)
C (-0.922, 4.481, -1.747)
O (-0.163, 3.578, -2.590)
C (-0.458, 2.159, -2.671)
H (2.551, 4.485, -1.968)
H (3.796, 4.968, -0.844)
H (4.315, 4.295, -2.368)
H (3.433, 8.187, -1.571)
H (2.994, 7.019, -0.435)
H (1.583, 7.253, -3.092)
H (1.113, 8.251, -1.619)
H (1.147, 5.432, -1.488)
H (-0.238, 5.788, -3.206)
H (-1.402, 6.667, -2.153)
H (-1.969, 4.325, -2.006)
H (-0.639, 4.299, -0.711)
H (-0.752, 1.696, -1.729)
H (0.418, 1.609, -3.015)
H (-1.145, 1.984, -3.498)
C (-3.482, 0.023, 5.029)
C (-3.259, -0.768, 3.807)
C (-3.029, 0.191, 2.506)
O (-3.318, -0.697, 1.431)
C (-3.512, 0.091, 0.267)
N (-2.018, -1.589, 3.996)
H (-3.343, -0.469, 5.991)
H (-4.542, 0.277, 5.009)
H (-2.912, 0.940, 4.877)
H (-4.152, -1.392, 3.772)
H (-2.134, 0.810, 2.456)
H (-3.906, 0.834, 2.587)
H (-4.419, 0.695, 0.284)
H (-3.758, -0.666, -0.477)
H (-2.670, 0.743, 0.034)
H (-1.397, -0.879, 4.358)
H (-1.695, -1.811, 3.066)
C (0.402, -4.810, 4.988)
C (1.039, -4.914, 3.533)
C (0.067, -5.616, 2.527)
O (0.462, -5.407, 1.106)
C (-0.384, -6.153, 0.179)
N (1.498, -3.634, 3.053)
H (0.399, -5.845, 5.331)
H (-0.619, -4.429, 5.024)
H (0.965, -4.190, 5.685)
H (1.936, -5.477, 3.790)
H (-0.918, -5.209, 2.757)
H (0.217, -6.692, 2.612)
H (-0.081, -7.195, 0.084)
H (-0.081, -5.675, -0.753)
H (-1.450, -5.994, 0.341)
H (2.278, -3.287, 3.593)
H (0.859, -2.856, 3.139)
C (-1.548, -2.378, -3.072)
C (-0.142, -2.513, -3.360)
C (0.211, -3.119, -4.830)
O (1.584, -3.538, -4.975)
C (2.058, -4.009, -6.211)
N (0.341, -1.203, -3.130)
H (-1.772, -2.119, -2.037)
H (-1.846, -3.405, -3.285)
H (-2.039, -1.675, -3.744)
H (0.302, -3.054, -2.524)
H (-0.027, -2.423, -5.634)
H (-0.476, -3.960, -4.919)
H (1.289, -4.634, -6.665)
H (3.015, -4.530, -6.210)
H (2.143, -3.081, -6.776)
H (1.350, -1.202, -3.185)
H (0.019, -1.121, -2.176)

# C27H22MnN2O3Te

C27H22MnN2O3Te as an isolated structure (wB97M-V/def2-TZVPD, OMol25).

Output
2S+1 = 6
Energy = -2796.23963 hartree
Net charge = 0
Largest force on an atom = 3.7 eV/A
Frontier orbital gap (alpha / beta) = 6.5 / 6.4 eV
Energy above the lowest of the compared OMol25 structures with the same formula, charge and spin = 0.000 eV

Atoms and positions in Å:
Mn (12.036, 9.764, 11.650)
C (11.601, 8.790, 16.175)
O (10.361, 9.477, 15.744)
C (10.415, 10.745, 15.311)
C (9.376, 11.604, 15.663)
C (9.342, 12.962, 15.280)
C (10.199, 13.367, 14.301)
C (11.062, 12.415, 13.668)
C (11.641, 12.795, 12.403)
N (12.298, 11.917, 11.658)
N (13.063, 12.404, 10.690)
C (13.862, 11.485, 10.268)
O (13.828, 10.221, 10.647)
C (14.932, 11.852, 9.332)
C (15.928, 10.867, 9.126)
C (16.861, 11.017, 8.120)
C (16.846, 12.161, 7.310)
C (15.954, 13.138, 7.564)
C (14.982, 13.009, 8.544)
C (11.228, 11.057, 14.153)
O (12.160, 10.257, 13.722)
H (11.273, 7.943, 16.731)
H (12.207, 9.438, 16.793)
H (12.108, 8.549, 15.240)
H (8.634, 11.169, 16.343)
H (8.563, 13.589, 15.695)
H (10.172, 14.446, 13.958)
H (11.645, 13.819, 11.970)
H (15.854, 9.893, 9.606)
H (17.533, 10.163, 7.927)
H (17.550, 12.280, 6.525)
H (15.940, 14.049, 6.989)
H (14.122, 13.709, 8.659)
Te (10.230, 7.707, 11.030)
C (8.289, 8.556, 11.638)
C (7.432, 9.145, 10.690)
C (6.105, 9.357, 10.980)
C (5.655, 9.210, 12.291)
C (6.589, 8.790, 13.278)
C (7.879, 8.433, 12.962)
C (9.898, 7.880, 8.942)
C (8.719, 7.513, 8.208)
C (8.722, 7.496, 6.827)
C (9.865, 7.861, 6.120)
C (11.044, 8.164, 6.790)
C (11.013, 8.255, 8.178)
H (7.893, 9.322, 9.759)
H (5.353, 9.507, 10.208)
H (4.614, 9.562, 12.527)
H (6.244, 8.823, 14.330)
H (8.714, 8.315, 13.719)
H (7.788, 7.211, 8.727)
H (7.761, 7.330, 6.318)
H (9.820, 7.936, 5.035)
H (11.975, 8.244, 6.304)
H (11.863, 8.653, 8.696)

# C3H3NO

One molecule with the formula C3H3NO (wB97M-V/def2-TZVPD, OMol25).

Output
Energy = -246.04081 hartree
Net charge = 0
Largest force on an atom = 2.7 eV/A
Frontier orbital gap = 10.5 eV
Energy above the lowest of the compared OMol25 structures with the same formula, charge and spin = 1.380 eV

Atoms and positions in Å:
N (-1.982, -0.634, -1.052)
C (-0.857, -0.362, -1.089)
C (-0.153, 0.465, -0.073)
C (0.974, -0.323, 0.522)
O (2.029, 0.177, 0.802)
H (0.144, 1.411, -0.511)
H (-0.901, 0.668, 0.713)
H (0.745, -1.402, 0.688)

# C2H3Cl2F2P

One molecule with the formula C2H3Cl2F2P (wB97M-V/def2-TZVPD, OMol25).

Output
Energy = -1539.33996 hartree
Net charge = 0
Largest force on an atom = 4.6 eV/A
Frontier orbital gap = 8.3 eV
Energy above the lowest of the compared OMol25 structures with the same formula, charge and spin = 0.000 eV

Atoms and positions in Å:
F (1.108, 1.930, -0.442)
C (0.028, 1.415, 0.113)
F (-0.223, 1.892, 1.327)
P (0.355, -0.372, 0.248)
C (-0.707, -1.474, -0.675)
Cl (-2.253, -1.438, 0.009)
Cl (0.124, -3.054, -0.749)
H (-0.821, 1.804, -0.603)
H (0.969, -0.352, 1.401)
H (1.420, -0.352, -0.629)